ORCA calculation (ωB97M-V/def2-TZVPD) on a molecular structure, C22H20N2O3PPt.

The HOMO energy (spin up / spin down) comes out at -3.735 / -3.852 eV. Its charge is -1. The HOMO-LUMO gap (spin up / spin down) is 5.81 / 5.82 eV.

Positions of all 49 atoms, in Å:
Pt (1.240, 1.780, 0.361)
P (-0.642, -0.168, -0.281)
O (1.559, 2.058, 2.341)
O (5.046, 1.502, -0.959)
O (3.190, 2.227, 3.805)
N (1.529, 1.716, -1.745)
N (3.177, 1.249, 0.353)
C (-1.133, 3.785, 0.518)
C (0.422, -1.817, -0.487)
C (-3.365, 3.103, -0.086)
C (3.817, 1.435, 1.629)
C (-2.116, -1.153, 0.155)
C (-2.911, -0.869, 1.264)
C (2.172, -3.079, -1.556)
C (1.297, -2.007, -1.545)
C (2.187, -3.973, -0.500)
C (-1.580, 1.525, -0.098)
C (-2.477, 4.079, 0.337)
C (3.837, 1.359, -0.778)
C (1.328, -3.782, 0.571)
C (2.798, 1.949, 2.683)
C (-3.686, -2.871, -0.500)
C (-2.517, -2.167, -0.716)
C (0.455, -2.710, 0.578)
C (2.894, 1.226, -2.015)
C (-2.919, 1.811, -0.311)
C (-0.649, 2.497, 0.291)
C (-4.465, -2.581, 0.611)
C (-4.072, -1.585, 1.493)
H (3.341, 1.758, -2.863)
H (4.649, 2.149, 1.555)
H (-0.462, 4.573, 0.845)
H (-2.597, -0.090, 1.945)
H (1.438, 2.694, -2.023)
H (2.847, -3.217, -2.389)
H (2.856, 0.162, -2.256)
H (0.824, 1.175, -2.244)
H (-3.617, 1.037, -0.601)
H (-4.412, 3.346, -0.223)
H (1.272, -1.320, -2.381)
H (-5.379, -3.132, 0.789)
H (-4.678, -1.367, 2.365)
H (4.232, 0.489, 2.003)
H (-2.839, 5.081, 0.526)
H (2.872, -4.811, -0.511)
H (-1.899, -2.393, -1.573)
H (-3.998, -3.642, -1.195)
H (-0.214, -2.558, 1.413)
H (1.347, -4.474, 1.404)



ORCA calculation (ωB97M-V/def2-TZVPD) on a single C22H20N2O5S2 molecule.

The HOMO energy comes out at -8.075 eV. The SMILES is CCOc1ccc(/C=C2\SC(=S)N(CCC(=O)Nc3ccc(C(=O)O)cc3)C2=O)cc1. The HOMO-LUMO gap is 7.20 eV.

Positions of all 51 atoms, in Å:
S (-4.684, 3.117, 1.104)
S (-3.013, 1.107, -0.363)
O (3.756, -1.336, 0.544)
O (-2.389, -0.909, 2.818)
O (1.411, -1.623, -4.691)
O (-0.924, 1.459, 4.801)
O (3.333, -0.208, -1.328)
N (-1.015, 2.245, 2.657)
N (-3.515, 0.970, 2.154)
C (0.308, 1.938, 0.692)
C (-0.641, -1.214, -1.101)
C (-2.969, 2.467, 4.041)
C (1.814, -0.014, 1.956)
C (1.294, 1.281, -0.007)
C (-0.283, -0.668, -3.425)
C (3.086, -0.410, -0.161)
C (-1.524, 2.010, 3.914)
C (-2.693, -0.134, 1.942)
C (3.824, -1.577, -4.339)
C (0.058, 1.618, 2.030)
C (2.054, 0.291, 0.617)
C (-2.252, -0.183, 0.549)
C (0.829, 0.643, 2.661)
C (-1.305, -1.066, 0.155)
C (-0.990, -0.506, -2.262)
C (-3.884, 1.352, 3.500)
C (0.447, -2.095, -1.182)
C (1.170, -2.250, -2.341)
C (-3.792, 1.748, 1.077)
C (0.817, -1.536, -3.490)
C (2.616, -2.355, -4.848)
H (3.969, -0.684, -4.941)
H (-4.922, 1.692, 3.500)
H (-0.553, -0.128, -4.319)
H (2.009, -2.927, -2.347)
H (2.404, -0.776, 2.441)
H (2.539, -3.334, -4.360)
H (-1.831, 0.168, -2.251)
H (3.676, -1.264, -3.308)
H (-0.980, -1.733, 0.947)
H (-3.202, 2.621, 5.094)
H (-3.777, 0.454, 4.113)
H (2.695, -2.516, -5.927)
H (-1.545, 2.864, 2.058)
H (-3.149, 3.392, 3.491)
H (0.637, 0.398, 3.692)
H (-0.287, 2.696, 0.203)
H (0.732, -2.653, -0.302)
H (1.488, 1.511, -1.043)
H (4.715, -2.195, -4.406)
H (4.434, -1.747, -0.014)



ORCA calculation (ωB97M-V/def2-TZVPD) on a single C22H20N4O2 molecule.

The HOMO energy comes out at -7.897 eV. The SMILES is COc1ccc2[nH]c(C(=O)N(Cc3ccccn3)Cc3ccccn3)cc2c1. The HOMO-LUMO gap is 8.62 eV.

Positions of all 48 atoms, in Å:
O (4.140, -3.197, -2.538)
O (-3.203, -0.740, -0.089)
N (-0.596, -2.217, 0.017)
N (-0.309, -0.467, 2.660)
N (-2.714, 3.975, 1.368)
N (-1.892, 0.876, 0.796)
C (-3.165, 2.931, 0.684)
C (-2.094, -0.268, 0.104)
C (-0.576, 1.378, 1.134)
C (-2.780, 5.171, 0.810)
C (1.626, 0.156, 1.423)
C (0.387, -1.440, 3.220)
C (-3.034, 1.584, 1.344)
C (2.470, -3.939, -1.084)
C (1.715, -1.697, 2.921)
C (2.949, -2.913, -1.925)
C (0.575, -2.632, -0.544)
C (1.290, -3.814, -0.393)
C (-3.749, 4.301, -1.180)
C (4.678, -2.244, -3.418)
C (-3.289, 5.393, -0.460)
C (0.105, -0.531, -1.270)
C (2.347, -0.872, 2.004)
C (2.244, -1.738, -2.079)
C (-3.686, 3.046, -0.601)
C (0.286, 0.311, 1.767)
C (-0.867, -0.941, -0.395)
C (1.044, -1.590, -1.377)
H (0.932, -4.606, 0.246)
H (-4.151, 4.428, -2.175)
H (-0.155, -2.042, 3.939)
H (5.601, -2.679, -3.798)
H (0.144, 0.408, -1.786)
H (-3.324, 6.390, -0.873)
H (3.381, -1.033, 1.739)
H (-2.403, 5.987, 1.414)
H (-1.179, -2.740, 0.648)
H (2.083, 0.813, 0.700)
H (4.002, -2.042, -4.255)
H (2.589, -0.938, -2.714)
H (-0.073, 1.785, 0.251)
H (3.068, -4.832, -1.005)
H (-0.720, 2.196, 1.845)
H (-3.913, 0.967, 1.142)
H (-4.031, 2.166, -1.122)
H (-2.904, 1.709, 2.422)
H (2.239, -2.516, 3.389)
H (4.907, -1.304, -2.904)



ORCA calculation (ωB97M-V/def2-TZVPD) on a single C22H20N4O4S2 molecule.

The HOMO energy comes out at -8.110 eV. The SMILES is CC(C)n1c(O)c(/N=N\C(=O)c2ccccc2NS(=O)(=O)c2cccs2)c2ccccc21. The HOMO-LUMO gap is 7.78 eV.

Positions of all 52 atoms, in Å:
S (5.968, -0.531, 0.245)
S (3.269, 0.139, -0.914)
O (4.068, 0.341, -2.078)
O (0.148, -2.285, -0.288)
O (0.485, 3.311, 2.350)
O (2.104, -0.703, -1.069)
N (2.825, 1.617, -0.264)
N (-2.067, -1.590, -0.125)
N (1.026, 1.169, 1.769)
N (0.689, 0.060, 1.296)
C (-0.407, 3.405, -0.523)
C (-0.549, -0.236, 0.871)
C (-2.358, -4.016, -0.196)
C (1.600, 2.428, -2.171)
C (1.686, 2.243, -0.797)
C (-2.107, -2.665, -2.321)
C (0.645, 2.442, 1.519)
C (-0.486, 3.587, -1.892)
C (3.820, -0.989, 1.587)
C (6.100, -1.206, 1.821)
C (4.259, -0.508, 0.390)
C (-4.129, -0.269, 0.417)
C (-2.768, -0.516, 0.413)
C (-3.694, 1.733, 1.695)
C (-1.855, 0.368, 1.031)
C (-0.759, -1.431, 0.152)
C (-4.579, 0.874, 1.055)
C (-2.640, -2.685, -0.889)
C (-2.333, 1.488, 1.700)
C (0.511, 3.086, -2.713)
C (4.888, -1.394, 2.413)
C (0.663, 2.715, 0.031)
H (-2.302, -1.699, -2.783)
H (-1.328, 4.114, -2.315)
H (-3.720, -2.515, -0.909)
H (-1.180, 3.781, 0.130)
H (1.006, -1.813, -0.406)
H (-1.670, 2.156, 2.224)
H (2.393, 2.043, -2.792)
H (2.775, 1.553, 0.750)
H (-2.851, -4.821, -0.733)
H (-1.289, -4.209, -0.176)
H (-4.075, 2.605, 2.203)
H (-5.636, 1.093, 1.066)
H (-2.732, -3.997, 0.825)
H (-1.036, -2.847, -2.328)
H (-2.598, -3.437, -2.906)
H (0.448, 3.216, -3.783)
H (-4.833, -0.938, -0.054)
H (4.759, -1.803, 3.398)
H (2.778, -1.036, 1.849)
H (7.068, -1.427, 2.223)



ORCA calculation (ωB97M-V/def2-TZVPD) on a molecular structure, C22H21BeBrI2N4O3P.

The HOMO energy comes out at -10.603 eV. Its charge is +1. The HOMO-LUMO gap is 7.37 eV.

Positions of all 55 atoms, in Å:
I (2.456, -3.923, -2.119)
I (0.343, -6.720, 2.746)
Br (-7.446, 0.204, 1.448)
P (2.475, 0.356, -0.122)
O (-1.266, 2.703, -0.232)
O (0.128, -1.835, -1.123)
O (-0.996, 0.573, -0.750)
N (2.186, 3.129, -0.507)
N (4.342, 2.194, -1.120)
N (-1.376, -1.838, 0.886)
N (2.409, 1.779, -2.521)
C (-5.703, 0.640, 0.876)
C (1.126, -3.957, -0.530)
C (3.702, 3.315, -0.527)
C (-1.723, 1.579, -0.309)
C (-5.043, 1.713, 1.458)
C (4.225, 0.966, -0.315)
C (1.801, 2.007, 0.408)
C (-0.619, -4.006, 1.697)
C (-3.134, 1.258, 0.063)
C (-2.218, -1.738, 1.899)
C (1.124, -5.042, 0.385)
C (2.030, 0.494, -1.923)
C (1.706, 2.866, -1.943)
C (0.282, -5.083, 1.461)
C (-2.323, -2.751, 2.859)
C (-3.816, 0.196, -0.522)
C (0.258, -2.915, -0.359)
C (-1.533, -3.871, 2.763)
C (3.848, 2.007, -2.483)
C (-5.106, -0.115, -0.124)
C (-3.762, 2.028, 1.036)
C (-0.595, -2.953, 0.778)
Be (-0.865, -0.891, -0.441)
H (-3.027, -2.637, 3.670)
H (2.181, 2.251, 1.402)
H (-5.646, -0.930, -0.585)
H (2.529, -0.320, -2.454)
H (0.715, 1.988, 0.439)
H (-2.824, -0.842, 1.950)
H (4.818, 0.184, -0.792)
H (-3.232, 2.869, 1.465)
H (1.740, 3.986, -0.178)
H (-1.607, -4.657, 3.503)
H (-3.355, -0.383, -1.313)
H (4.356, 1.156, -2.933)
H (3.895, 4.218, -1.107)
H (1.893, 3.791, -2.490)
H (0.963, 0.345, -2.052)
H (0.636, 2.670, -1.873)
H (-5.530, 2.296, 2.227)
H (4.664, 1.140, 0.669)
H (1.815, -5.857, 0.215)
H (4.019, 3.459, 0.506)
H (4.081, 2.902, -3.063)



ORCA calculation (ωB97M-V/def2-TZVPD) on a molecular structure, C22H21BeIN2.

The HOMO energy (spin up / spin down) comes out at -5.220 / -5.221 eV. The HOMO-LUMO gap (spin up / spin down) is 2.83 / 2.83 eV.

Positions of all 47 atoms, in Å:
I (-2.041, -2.478, -1.355)
N (0.786, 2.054, -1.261)
N (2.453, 0.237, -0.745)
C (3.194, -0.806, -0.305)
C (-0.210, 2.952, -1.401)
C (3.232, 3.802, 2.606)
C (2.506, 0.645, -2.059)
C (1.523, 2.669, 3.900)
C (1.138, 1.910, 2.719)
C (0.827, 2.455, 5.113)
C (1.835, 2.137, 1.519)
C (-1.808, -2.143, 1.613)
C (-0.212, 1.531, 5.190)
C (1.341, 2.281, -3.610)
C (-0.496, 3.525, -2.640)
C (-0.595, 0.791, 4.045)
C (3.369, 0.022, -2.952)
C (0.299, 3.208, -3.749)
C (2.854, 3.050, 1.454)
C (4.028, -1.488, -1.184)
C (-2.768, -1.095, 1.196)
C (1.542, 1.700, -2.349)
C (4.135, -1.055, -2.515)
C (2.577, 3.614, 3.808)
C (0.065, 0.980, 2.830)
Be (1.449, 1.335, 0.039)
H (-3.648, -1.349, 1.747)
H (-2.253, -0.122, 1.354)
H (-2.393, -2.838, 2.169)
H (-1.184, -2.838, 0.894)
H (-0.981, -1.579, 2.045)
H (1.998, 1.981, -4.432)
H (-0.770, 3.181, -0.501)
H (4.811, -1.555, -3.202)
H (0.115, 3.662, -4.723)
H (1.118, 3.022, 6.001)
H (4.593, -2.338, -0.813)
H (4.041, 4.520, 2.514)
H (2.856, 4.179, 4.702)
H (3.077, -1.067, 0.758)
H (-3.287, -1.013, 0.149)
H (3.401, 0.416, -3.969)
H (3.397, 3.226, 0.524)
H (-1.417, 0.068, 4.106)
H (-0.746, 1.370, 6.129)
H (-1.331, 4.222, -2.729)
H (-0.216, 0.418, 1.932)



ORCA calculation (ωB97M-V/def2-TZVPD) on a molecular structure, C22H21BiBrGeNO3S2.

Its multiplicity is 2. The HOMO energy (spin up / spin down) comes out at -1.365 / -4.803 eV. Its charge is -1. The HOMO-LUMO gap (spin up / spin down) is 3.81 / 7.25 eV.

Positions of all 52 atoms, in Å:
Bi (1.089, 0.779, -1.059)
Br (4.086, 0.069, -1.061)
Ge (-0.057, -2.533, -1.617)
S (1.553, 4.472, -0.625)
S (-1.905, 2.041, -1.692)
O (-1.586, 1.486, -2.985)
O (-1.794, 3.463, -1.565)
O (-1.524, -0.145, 1.271)
N (-1.068, 1.235, -0.509)
C (-3.503, 1.500, -1.160)
C (2.359, 1.780, 3.739)
C (1.805, 1.270, 1.021)
C (0.839, -4.311, -1.717)
C (-0.019, -1.835, -3.464)
C (5.342, -0.040, 1.416)
C (4.562, 0.750, 3.530)
C (3.338, 1.145, 2.946)
C (4.157, 0.333, 0.838)
C (5.544, 0.156, 2.788)
C (-1.898, 0.523, 0.328)
C (0.896, 1.897, 1.844)
C (-4.752, 1.789, -1.662)
C (2.379, 3.265, -1.197)
C (-1.931, -2.813, -1.036)
C (-3.319, 0.685, -0.057)
C (-4.421, 0.120, 0.570)
C (-5.683, 0.395, 0.075)
C (-5.855, 1.226, -1.033)
C (0.925, -1.413, -0.351)
C (3.078, 0.912, 1.553)
C (1.170, 2.168, 3.192)
H (0.932, -4.765, -0.730)
H (6.478, -0.145, 3.243)
H (-2.037, -2.502, 0.003)
H (-4.864, 2.433, -2.524)
H (4.707, 0.928, 4.589)
H (-0.067, 2.183, 1.446)
H (0.280, -4.994, -2.360)
H (-6.850, 1.443, -1.398)
H (0.423, 2.661, 3.803)
H (-0.467, -0.846, -3.524)
H (-6.553, -0.039, 0.552)
H (-4.265, -0.520, 1.429)
H (1.933, -1.793, -0.192)
H (1.005, -1.771, -3.837)
H (-2.209, -3.864, -1.123)
H (6.118, -0.478, 0.804)
H (1.839, -4.187, -2.135)
H (-2.623, -2.217, -1.635)
H (0.411, -1.351, 0.607)
H (2.580, 1.954, 4.787)
H (-0.576, -2.501, -4.127)



ORCA calculation (ωB97M-V/def2-TZVPD) on a molecular structure, C22H21BrCsN5O12.

The HOMO energy comes out at -2.580 eV. Its charge is -2. The HOMO-LUMO gap is 6.26 eV.

Positions of all 62 atoms, in Å:
Cs (-1.090, -0.833, -0.848)
Br (2.208, -3.583, 0.287)
O (-1.710, -2.383, 0.992)
O (2.761, 1.169, 0.339)
O (-1.975, 0.282, -3.073)
O (0.440, 2.259, 1.940)
O (0.160, -0.353, -2.991)
O (0.935, 4.402, -7.591)
O (0.625, 6.370, -3.288)
O (-3.495, 0.016, 2.550)
O (-0.424, 2.737, -1.750)
O (0.339, -3.707, 5.129)
O (0.380, 2.342, -7.885)
O (1.018, 5.101, -1.600)
N (0.545, 3.318, -7.154)
N (-2.751, -1.645, 1.337)
N (0.647, 5.260, -2.749)
N (-2.522, -0.671, 2.177)
N (1.086, -1.513, 1.704)
C (-0.808, 2.501, 1.306)
C (1.395, -2.777, 1.821)
C (0.531, 4.245, -4.919)
C (1.506, 2.961, 1.324)
C (-0.323, 1.775, -3.897)
C (-6.333, -1.686, 0.199)
C (-5.163, -3.584, -0.654)
C (0.317, 3.169, -5.754)
C (-4.008, -3.158, -0.023)
C (-0.148, 2.874, -2.949)
C (3.054, 0.483, -0.858)
C (1.998, 2.326, 0.047)
C (-0.099, 1.918, -5.225)
C (0.255, -1.611, 3.940)
C (-5.188, -1.245, 0.850)
C (-4.006, -1.987, 0.743)
C (0.514, -0.937, 2.761)
C (1.184, -3.574, 2.931)
C (-6.338, -2.852, -0.548)
C (0.343, 4.102, -3.558)
C (-0.757, 0.453, -3.291)
C (0.583, -2.955, 4.015)
H (2.136, 0.243, -1.402)
H (-7.236, -1.092, 0.281)
H (2.321, 2.984, 2.051)
H (-0.159, -3.166, 5.750)
H (-1.110, 3.547, 1.445)
H (0.862, 5.191, -5.320)
H (-5.202, -0.337, 1.423)
H (-0.238, -1.103, 4.760)
H (1.154, 2.081, -0.603)
H (-0.232, 1.083, -5.899)
H (-7.239, -3.180, -1.052)
H (1.197, 3.991, 1.103)
H (3.577, -0.439, -0.603)
H (1.446, -4.621, 2.952)
H (-0.776, 2.301, 0.232)
H (3.690, 1.093, -1.515)
H (-1.547, 1.851, 1.776)
H (0.261, 0.109, 2.654)
H (-3.083, -3.708, -0.100)
H (2.611, 3.056, -0.503)
H (-5.138, -4.493, -1.243)



Record order is preserved below.
Energy relative to the best compared isomer or geometry (same formula, charge and spin): 20.89 0.00 5.43 77.62 0.00 15.87 32.80 39.04 kcal/mol